C6H8N | wB97M-V/def2-TZVPD

The geometry in ORCA input format:
```
! wB97M-V def2-TZVPD RIJCOSX def2/J DEFGRID3
* xyz 1 1
C 0.49 -3.44 1.18
C 0.61 -3.91 -0.08
C 0.32 -2.54 0.11
C -0.53 0.34 1.08
C 0.40 1.13 -1.14
C -0.49 2.17 -0.68
N 0.16 1.26 0.33
H 0.51 -3.67 2.22
H 0.79 -4.74 -0.71
H -1.39 -0.06 0.52
H 0.00 0.22 -1.58
H 1.41 1.36 -1.46
H -0.17 3.20 -0.62
H -1.56 2.04 -0.78
H 0.94 1.68 0.84
*
```

## Properties
Kohn-Sham gap	7.535	eV
HOMO energy	-0.46795	Eh

=====

C6H8N | wB97M-V/def2-TZVPD

The geometry in ORCA input format:
```
! wB97M-V def2-TZVPD RIJCOSX def2/J DEFGRID3
* xyz 1 1
C 2.93 -0.70 0.02
C 0.00 0.73 0.59
C -1.10 0.63 -0.32
C 1.21 1.26 0.08
C 0.72 0.28 -0.93
C -2.14 -0.35 -0.24
N 1.88 -0.02 -0.14
H 3.11 -1.67 -0.29
H 3.70 -0.19 0.68
H 0.16 -0.05 1.35
H -1.14 1.57 -0.96
H 1.68 2.23 0.30
H -3.04 0.21 0.29
H -2.04 -1.23 0.46
H -2.76 -0.72 -1.25
*
```

## Properties
Kohn-Sham gap	9.313	eV
HOMO energy	-0.51075	Eh

=====

C6H8N | wB97M-V/def2-TZVPD

The geometry in ORCA input format:
```
! wB97M-V def2-TZVPD RIJCOSX def2/J DEFGRID3
* xyz 1 1
C -1.75 -0.93 -0.13
C -0.66 -1.56 -0.05
C -2.65 0.22 -0.34
C -1.80 1.09 0.18
C -0.23 -0.23 0.51
C 2.07 -0.55 -0.13
N 0.90 0.37 -0.19
H -3.70 0.26 -0.67
H -1.49 2.07 0.31
H 0.06 -0.47 1.62
H 2.45 -0.74 0.87
H 1.84 -1.39 -0.60
H 3.08 -0.10 -0.63
H 0.75 0.74 -1.18
H 1.11 1.23 0.43
*
```

## Properties
Kohn-Sham gap	9.560	eV
HOMO energy	-0.49360	Eh

=====

C6H8N | wB97M-V/def2-TZVPD

The geometry in ORCA input format:
```
! wB97M-V def2-TZVPD RIJCOSX def2/J DEFGRID3
* xyz 1 1
C -0.45 0.84 0.21
C 0.73 0.63 -0.35
C -1.54 0.73 0.88
C 1.91 0.72 -1.18
C -2.23 -0.55 1.51
C 3.02 0.50 -2.01
N -1.57 -1.72 1.19
H -1.98 1.75 1.08
H -2.30 -0.13 2.56
H -3.19 -0.43 1.11
H 3.07 1.10 -3.00
H 3.04 -0.52 -2.26
H 3.88 0.78 -1.55
H -1.78 -2.16 0.32
H -0.63 -1.53 1.49
*
```

## Properties
Kohn-Sham gap	6.691	eV
HOMO energy	-0.49386	Eh

=====

C6H8N | wB97M-V/def2-TZVPD

The geometry in ORCA input format:
```
! wB97M-V def2-TZVPD RIJCOSX def2/J DEFGRID3
* xyz 1 1
C 1.48 0.78 0.26
C -0.56 0.69 -0.58
C -1.92 0.35 0.15
C -0.88 -0.58 0.58
C 1.45 -0.70 -0.03
C 0.06 -1.08 -0.33
N 0.44 1.42 -0.04
H 2.31 1.21 0.92
H -0.77 0.80 -1.68
H -2.20 0.92 0.92
H -2.71 0.10 -0.59
H -0.56 -0.25 1.57
H 2.14 -0.74 -0.75
H 1.80 -1.26 0.78
H -0.08 -1.68 -1.20
*
```

## Properties
Kohn-Sham gap	10.128	eV
HOMO energy	-0.54547	Eh

=====

C6H8N | wB97M-V/def2-TZVPD

The geometry in ORCA input format:
```
! wB97M-V def2-TZVPD RIJCOSX def2/J DEFGRID3
* xyz 1 1
C 2.35 0.37 -0.81
C 1.27 0.49 0.32
C -0.40 -1.83 -1.48
C 1.14 -0.21 -0.80
C -0.63 1.79 1.38
C 0.83 1.25 1.40
N -1.13 -2.51 -2.34
H -0.60 -2.13 -0.43
H -0.56 2.49 0.62
H -0.69 2.20 2.42
H -1.35 0.92 1.26
H 1.11 0.61 2.32
H 1.47 2.06 1.62
H -1.11 -2.29 -3.37
H -1.69 -3.22 -2.12
*
```

## Properties
Kohn-Sham gap	8.140	eV
HOMO energy	-0.50939	Eh

=====

C6H8N | wB97M-V/def2-TZVPD

The geometry in ORCA input format:
```
! wB97M-V def2-TZVPD RIJCOSX def2/J DEFGRID3
* xyz 1 1
C 0.81 2.20 0.30
C 0.86 1.83 1.47
C 0.25 1.74 -0.94
C 0.15 0.71 1.77
C 0.64 -0.59 2.13
C -1.18 -0.01 -1.75
N -0.37 0.73 -0.69
H 0.40 2.20 -1.84
H -0.90 0.97 1.83
H 1.72 -0.74 1.84
H 0.06 -1.34 1.77
H 0.66 -0.54 3.13
H -0.43 -0.44 -2.34
H -1.89 0.61 -2.34
H -1.72 -0.78 -1.14
*
```

## Properties
Kohn-Sham gap	8.869	eV
HOMO energy	-0.55098	Eh

=====

C6H8N2 | wB97M-V/def2-TZVPD

The geometry in ORCA input format:
```
! wB97M-V def2-TZVPD RIJCOSX def2/J DEFGRID3
* xyz 0 1
C 2.38 0.30 0.14
C -2.49 -0.01 0.18
C 1.50 -0.53 0.24
C -1.37 -0.43 0.12
C 3.43 1.28 0.06
C -3.84 0.52 0.13
N 0.58 -2.56 -0.25
N 0.62 -1.46 0.51
H 3.57 1.62 -0.97
H 3.21 2.13 0.69
H 4.37 0.83 0.40
H -4.45 0.04 0.90
H -3.82 1.59 0.32
H -4.29 0.34 -0.85
H -0.19 -3.16 0.01
H 0.75 -2.49 -1.25
*
```

## Properties
Kohn-Sham gap (alpha / beta)	8.037 / 7.441	eV
HOMO energy (alpha / beta)	-0.32368 / -0.30508	Eh